119
Properties=species:S:1:pos:R:3 method="wB97M-V/def2-TZVPD" homo_lumo_gap_ev=2.691 spin_multiplicity=1 total_charge=-1 total_energy_ha=-4270.3840
F 1.1242 9.4125 4.1986
F -0.5036 8.1346 4.8411
F 5.1668 2.7663 -8.6663
F -0.9246 -3.4197 10.4743
F 4.1201 5.4163 10.7270
F 4.1746 7.5567 11.0204
F 5.4314 6.6349 9.5171
F -2.2501 -1.7556 10.0792
F -2.4995 -3.6232 9.0094
F 1.3031 -1.3303 2.1634
F 0.6535 7.6201 3.0859
F -8.5580 -9.5465 -8.9079
F -8.6125 -7.7058 -10.0486
F -0.4406 -0.9242 0.9533
F 4.1038 4.0865 -7.3169
F -0.5065 -0.5859 3.0884
F -10.3407 -8.3267 -8.9056
F 5.2564 2.4374 -6.5297
O -7.2030 -7.7357 -7.5298
O -1.3133 -1.9250 7.3571
O 2.0300 6.2096 4.9095
O 1.1700 1.4458 2.9271
O -9.1840 -6.7537 -7.0610
O 0.5482 -2.1554 8.6147
O -2.4599 -2.8497 -7.8966
O 2.3048 2.4487 -8.3818
O 0.7984 1.4627 0.6986
O 6.9821 7.1987 11.5862
O 1.9999 8.0098 6.2698
O 5.9638 5.5118 12.6898
O 3.1805 0.8127 -7.1100
N -2.8716 -5.7865 -5.4217
C 9.0939 6.1297 12.1774
C 0.7655 0.9405 1.7696
C 0.2621 -0.5010 1.9880
C 4.9168 6.4752 10.7459
C 1.6831 7.3187 5.1901
C -1.5954 -2.7836 9.5194
C -2.3264 -4.4418 -5.1780
C 0.7230 8.1431 4.3043
C 2.0570 -2.0262 -4.6742
C 0.0738 -2.4646 5.4182
C -4.3150 -3.5199 -6.3913
C -1.7690 -1.2891 -2.8845
C -8.4846 -7.4888 -7.6934
C 0.7192 -1.7518 -4.0294
C -0.6123 -1.0536 -2.1600
C -6.5357 -7.0282 -6.4505
C -2.9777 -1.9618 -4.9883
C 3.2345 1.8859 -7.6274
C -0.4519 -1.9594 -4.7471
C 2.8663 7.3453 7.2181
C 8.0787 7.1939 12.5271
C 4.4625 2.8155 -7.5246
C 0.6144 3.8249 2.9006
C -3.4629 -3.4300 -5.1073
C 0.6357 -1.2857 -2.7248
C -9.0100 -8.2870 -8.9082
C -6.7546 -7.7277 -5.1293
C 0.1554 1.7774 -7.4166
C 1.1088 1.6516 -8.5830
C -3.5903 -3.7253 -7.7263
C 6.0261 6.3117 11.8065
C -0.6290 -2.2576 8.4348
C 4.3179 7.4622 6.8157
C -1.7149 -1.7455 -4.2010
C 1.7094 2.7852 2.8742
C -1.9329 -6.8709 -5.1359
C -0.5478 -1.3751 6.2580
H -1.2628 -0.7983 5.6766
H -1.6867 -7.4214 -6.0514
H -0.0227 3.6851 3.7749
H 0.5793 -2.0316 4.5625
H 9.4435 6.2585 11.1529
H 2.8748 -1.7583 -4.0046
H 1.5315 -1.0990 -2.1398
H 8.5139 8.1881 12.4563
H 2.3437 2.8701 3.7541
H -5.0162 -2.6802 -6.4409
H -3.2991 -4.7727 -7.8456
H -0.9950 -6.4788 -4.7255
H -5.4794 -7.0237 -6.7107
H 2.1417 -3.0984 -4.8781
H -3.6711 -5.8443 -4.7974
H -1.9526 -3.1811 -8.6433
H 0.2018 -0.6866 6.6459
H -0.0901 2.8249 -7.2371
H 0.6665 2.0397 -9.4979
H -6.4329 -8.7685 -5.1902
H 0.8013 -3.0388 5.9927
H -4.9328 -4.4234 -6.2846
H -2.8702 -1.4580 -5.9618
H -1.5238 -4.2215 -5.9094
H -6.1816 -7.2235 -4.3521
H -0.0157 3.7551 2.0140
H 2.6817 7.8479 8.1652
H 1.0508 4.8209 2.9429
H 2.1484 -1.5031 -5.6272
H 1.3902 0.6143 -8.7568
H -0.3815 -2.3078 -5.7734
H 9.9478 6.1950 12.8508
H -0.6898 -3.1571 5.0631
H 0.5925 1.3720 -6.5048
H -1.8387 -4.4460 -4.1867
H 8.6613 5.1336 12.2626
H -4.2986 -3.5061 -8.5456
H -6.8741 -5.9947 -6.4178
H 2.3417 2.8893 1.9935
H 4.9426 7.0238 7.5917
H 4.5957 8.5088 6.6844
H 7.6917 7.0659 13.5369
H 2.5602 6.3052 7.3233
H -0.7630 1.2299 -7.6252
H 4.5055 6.9480 5.8733
H -0.6861 -0.6830 -1.1477
H -7.8083 -7.7182 -4.8485
H -2.7429 -1.0956 -2.4474
H -3.7638 -1.4113 -4.4522
H -2.3664 -7.5724 -4.4159